Entry 1:
Below is one molecule with the formula C5H13N in a non-equilibrium geometry, with properties calculated with ωB97M-V/def2-TZVPD.

Results
lowest unoccupied orbital energy: 1.26 eV
HOMO level: -0.306 hartree
energy relative to the best compared isomer or geometry (same formula, charge and spin): 67.26 kJ/mol
HOMO-LUMO gap: 9.6 eV

```
19
C5H13N, DFT ωB97M-V/def2-TZVPD
C 0.933 0.509 1.545
C 0.454 1.506 2.605
C -0.027 0.411 0.361
N 0.340 -0.644 -0.545
C -0.150 -0.571 -1.898
C -1.470 -1.331 -2.105
H 1.140 -0.481 1.943
H 1.890 0.843 1.126
H 1.153 2.316 2.796
H -0.485 1.961 2.299
H 0.191 0.982 3.525
H -1.032 0.244 0.769
H -0.083 1.397 -0.132
H 1.261 -1.025 -0.391
H 0.602 -0.945 -2.583
H -0.255 0.487 -2.196
H -1.958 -0.941 -2.993
H -2.122 -1.100 -1.273
H -1.288 -2.390 -2.213
```

natural (NBO) population analysis, charges in e, atoms 1 to 5: atom 1 (C): -0.406, atom 2 (C): -0.613, atom 3 (C): -0.194, atom 4 (N): -0.655, atom 5 (C): -0.206


Entry 2:
Below is a 2-piece molecular cluster, C3H10N2S overall in a non-equilibrium geometry, with properties calculated with ωB97M-V/def2-TZVPD.

Results
lowest unoccupied orbital energy: 0.86 eV
HOMO level: -0.302 hartree
energy relative to the best compared isomer or geometry (same formula, charge and spin): 418.06 kJ/mol
HOMO-LUMO gap: 9.1 eV

```
16
C3H10N2S, DFT ωB97M-V/def2-TZVPD
C 1.871 -0.005 -0.806
C -1.190 -0.713 -1.181
C 1.993 0.735 0.308
N -0.748 -0.518 1.519
N -2.095 1.164 0.517
S -0.839 0.477 0.102
H 1.815 0.394 -1.777
H 1.840 -1.042 -0.880
H -0.099 -1.258 1.535
H -0.119 -0.751 -1.752
H -1.589 -1.650 -0.687
H -1.951 -0.450 -1.832
H 1.926 1.854 0.193
H 2.222 0.129 1.236
H -1.666 -0.683 1.970
H -1.941 2.157 0.397
```

natural (NBO) population analysis, charges in e, atoms 1 to 5: atom 1 (C): -0.422, atom 2 (C): -0.863, atom 3 (C): -0.381, atom 4 (N): -1.064, atom 5 (N): -1.204


Entry 3:
Below is a 2-piece molecular cluster, BrH3NP overall in a non-equilibrium geometry, with properties calculated with ωB97M-V/def2-TZVPD.

Results
lowest unoccupied orbital energy (alpha / beta): 0.34 / -1.36 eV
HOMO level (alpha / beta): -0.326 / -0.381 hartree
energy relative to the best compared isomer or geometry (same formula, charge and spin): 0.00 kJ/mol
HOMO-LUMO gap (alpha / beta): 9.2 / 9.0 eV
2S+1: 3

```
6
BrH3NP, DFT ωB97M-V/def2-TZVPD
N -0.395 -1.126 0.646
P 1.913 1.664 -1.635
Br -0.241 1.566 -1.556
H -0.423 -0.240 0.101
H 0.411 -0.814 1.277
H -1.265 -1.051 1.166
```

natural (NBO) population analysis, charges in e, atoms 1 to 5: atom 1 (N): -1.061, atom 2 (P): 0.223, atom 3 (Br): -0.211, atom 4 (H): 0.345, atom 5 (H): 0.350


Entry 4:
Below is one molecule with the formula C3H4OS2 in a non-equilibrium geometry, with properties calculated with ωB97M-V/def2-TZVPD.

Results
lowest unoccupied orbital energy: 0.26 eV
HOMO level: -0.352 hartree
energy relative to the best compared isomer or geometry (same formula, charge and spin): 422.57 kJ/mol
HOMO-LUMO gap: 9.8 eV

```
10
C3H4OS2, DFT ωB97M-V/def2-TZVPD
C 1.657 0.662 1.178
C 1.226 0.432 0.077
C 0.337 -0.053 -0.945
O -2.061 -1.547 -0.670
S -2.091 1.013 0.683
S -1.300 -0.491 -0.085
H 2.147 1.070 2.028
H 0.612 -0.946 -1.673
H 0.018 0.835 -1.434
H -0.546 -0.975 0.841
```

natural (NBO) population analysis, charges in e, atoms 1 to 5: atom 1 (C): -0.171, atom 2 (C): -0.053, atom 3 (C): -0.675, atom 4 (O): -0.905, atom 5 (S): -0.413


Entry 5:
Below is one molecule with the formula CH2O2S in a non-equilibrium geometry, with properties calculated with ωB97M-V/def2-TZVPD.

Results
lowest unoccupied orbital energy (alpha / beta): 0.17 / -0.60 eV
HOMO level (alpha / beta): -0.312 / -0.309 hartree
energy relative to the best compared isomer or geometry (same formula, charge and spin): 392.84 kJ/mol
HOMO-LUMO gap (alpha / beta): 8.7 / 7.8 eV

```
6
CH2O2S, DFT ωB97M-V/def2-TZVPD
C -0.448 -0.342 0.046
O -1.648 0.422 0.001
O -3.816 -0.831 0.020
S -3.293 0.492 0.003
H 0.410 0.151 -0.352
H -0.420 -1.451 0.325
```

natural (NBO) population analysis, charges in e, atoms 1 to 5: atom 1 (C): -0.045, atom 2 (O): -0.739, atom 3 (O): -0.848, atom 4 (S): 1.281, atom 5 (H): 0.172


Entry 6:
Below is C32H38Ge2N4O6S2ScSe as an isolated structure in a non-equilibrium geometry, with properties calculated with ωB97M-V/def2-TZVPD.

Results
lowest unoccupied orbital energy (alpha / beta): -0.25 / -0.99 eV
HOMO level (alpha / beta): -0.285 / -0.285 hartree
energy relative to the best compared isomer or geometry (same formula, charge and spin): 179.07 kJ/mol
HOMO-LUMO gap (alpha / beta): 7.5 / 6.8 eV
2S+1: 2

```
86
C32H38Ge2N4O6S2ScSe, DFT ωB97M-V/def2-TZVPD
Sc 1.021 -1.097 -0.326
O 3.882 -1.792 4.914
C 4.755 -1.293 4.047
O 5.889 -1.027 4.354
C 4.282 -1.055 2.655
C 5.099 -0.536 1.676
N 4.354 -0.404 0.564
N 3.102 -0.807 0.754
C 3.040 -1.197 2.012
C 1.708 -1.648 2.488
O 1.553 -2.084 3.613
O 0.756 -1.506 1.602
H 3.010 -1.968 4.479
H 6.142 -0.265 1.718
H 4.636 -0.093 -0.354
S 3.386 -2.819 -1.542
C 3.341 -1.735 -2.821
N 2.331 -1.485 -3.642
C 2.415 -0.243 -4.410
C 3.899 -0.051 -4.683
S 4.702 -0.690 -3.184
H 1.423 -1.900 -3.395
H 2.018 0.579 -3.808
H 1.833 -0.325 -5.325
H 4.164 0.991 -4.840
H 4.235 -0.650 -5.527
C -1.924 -1.106 3.266
Ge -2.211 0.416 2.118
C -3.468 -0.033 0.714
C -2.927 1.866 3.203
Ge -0.265 1.392 1.031
C 1.268 1.617 2.164
C 2.490 2.163 1.755
C 3.507 2.372 2.672
C 3.328 2.025 4.009
C 2.128 1.476 4.427
C 1.100 1.276 3.507
C -0.659 2.977 0.023
C -2.003 3.336 -0.113
C -2.376 4.456 -0.848
C -1.403 5.231 -1.461
C -0.062 4.885 -1.338
C 0.309 3.765 -0.605
H -2.906 -1.357 3.675
H -1.238 -0.892 4.085
H -1.533 -1.955 2.710
H -4.229 -0.703 1.121
H -2.982 -0.531 -0.123
H -3.960 0.865 0.335
H -3.892 1.555 3.611
H -3.073 2.777 2.622
H -2.260 2.093 4.037
H 2.660 2.399 0.714
H 4.449 2.796 2.345
H 4.134 2.169 4.719
H 1.994 1.184 5.461
H 0.173 0.831 3.847
H -2.777 2.739 0.354
H -3.422 4.718 -0.944
H -1.688 6.102 -2.038
H 0.698 5.490 -1.817
H 1.355 3.506 -0.541
C -6.034 -1.832 -2.641
C -4.559 -2.058 -2.425
C -3.618 -1.625 -3.346
C -2.253 -1.850 -3.169
C -1.305 -1.353 -4.230
C -1.814 -2.532 -2.027
Se 0.032 -2.982 -1.821
C -2.747 -2.955 -1.069
C -2.338 -3.652 0.204
C -4.098 -2.714 -1.291
H -6.228 -1.403 -3.625
H -6.445 -1.150 -1.893
H -6.591 -2.767 -2.567
H -3.951 -1.099 -4.237
H -1.836 -0.718 -4.940
H -0.864 -2.189 -4.785
H -0.488 -0.780 -3.795
H -1.510 -3.142 0.698
H -1.991 -4.670 0.012
H -3.182 -3.698 0.893
H -4.815 -3.043 -0.543
O 1.449 0.823 -0.783
N 0.452 0.456 -1.602
O -0.581 0.130 -0.737
```

Löwdin population analysis, charges in e, atoms 1 to 5: atom 1 (Sc): 0.610, atom 2 (O): 0.132, atom 3 (C): -0.498, atom 4 (O): 0.107, atom 5 (C): -0.040


E (eV)
-6885.500, -17084.271, -80868.486, -26889.509, -15995.864, -272798.415